No. 1
DFT (the ωB97M-V functional and the def2-TZVPD basis) results for a cluster of 4 separate species, C23H44ClN5O9P in total.

XYZ file:
```
83
Properties=species:S:1:pos:R:3:forces:R:3:mulliken_charge:R:1
C -3.578 -0.531 -6.272 -0.0769 -0.1401 0.0672 -1.16
C -2.197 -1.131 -6.007 0.0529 0.0249 -0.1737 -0.59
C -1.186 -0.095 -5.520 -0.1134 -0.0243 -0.0269 -0.59
C -1.452 0.346 -4.078 0.1800 -0.1643 -0.1179 -0.39
N -0.495 -0.295 -3.096 -0.6253 0.6369 -0.0525 0.32
P 1.098 0.384 -3.142 0.4153 -0.2594 0.0825 0.45
N 2.134 0.009 -2.070 -0.4752 -0.0169 0.0307 -0.71
C -1.069 -0.267 -1.806 -0.1980 -0.1840 0.1967 -0.91
N -1.570 -1.409 -1.302 0.6404 -0.1840 -0.3351 -0.02
C -1.152 -1.939 0.005 -0.6505 -0.0425 0.1479 -0.32
C 0.095 -2.863 0.007 -0.0412 -0.0265 0.3746 0.27
C 1.132 -2.379 1.015 -0.0880 0.2899 -0.1661 -0.65
Cl 0.800 -3.080 -1.617 0.0424 -0.0822 -0.1014 -0.12
N -1.201 0.866 -1.176 -0.1264 0.0682 0.0138 0.23
C -1.938 1.147 0.054 0.0325 0.2505 -0.0623 -1.33
C -0.988 1.614 1.146 0.2851 -0.0886 -0.2521 1.48
C -1.578 1.831 2.497 -0.2092 0.1331 -0.1403 -1.23
N 0.212 1.807 0.787 -0.0614 -0.0301 0.0808 -0.63
H -3.822 0.270 -5.570 -0.0121 0.0066 0.0097 0.33
H -4.362 -1.282 -6.183 -0.0045 -0.0115 -0.0459 0.31
H -3.636 -0.122 -7.279 0.0252 0.1213 0.0280 0.35
H -2.258 -1.956 -5.291 0.0277 0.0405 0.0735 0.26
H -1.816 -1.563 -6.934 -0.0224 -0.1043 0.0300 0.41
H -1.233 0.780 -6.172 0.0290 0.0005 -0.0152 0.32
H -0.180 -0.501 -5.612 0.0363 0.0146 0.0250 0.33
H -1.419 1.436 -3.972 0.0376 0.0177 0.0128 0.27
H -2.452 0.022 -3.788 -0.0288 0.0665 0.0521 0.53
H 1.453 0.084 -4.458 -0.0754 0.0779 -0.1408 0.12
H 0.811 1.767 -3.241 0.0042 0.0845 -0.0363 0.07
H 1.845 -0.651 -1.362 0.3090 0.0196 0.0518 0.18
H -1.609 -2.118 -2.025 0.2019 -0.0524 0.0607 0.51
H -1.991 -2.500 0.413 -0.0456 0.0366 0.0075 0.29
H -0.989 -1.113 0.688 0.1087 0.0274 -0.0485 -0.37
H -0.229 -3.854 0.314 -0.0003 -0.0706 -0.2079 0.57
H 1.147 -1.289 1.072 0.0478 0.0149 -0.0501 0.30
H 2.134 -2.715 0.765 -0.0266 -0.2069 0.0781 -0.35
H 0.836 -2.763 1.990 0.1753 -0.0223 0.0732 0.29
H -0.745 1.676 -1.576 0.1944 -0.0728 0.0534 0.32
H -2.622 1.970 -0.175 -0.1128 -0.0617 0.0845 0.25
H -2.543 0.291 0.341 0.0351 -0.0252 0.0313 0.45
H -1.930 0.875 2.885 0.0071 0.0627 0.1018 0.19
H -0.840 2.270 3.165 -0.0150 -0.0637 0.0769 0.45
H -2.439 2.497 2.416 -0.0327 -0.0201 0.0444 0.12
H 0.788 2.138 1.559 -0.0341 -0.0018 0.0090 0.38
C 4.352 -3.961 -0.310 0.0387 -0.1083 -0.0460 -1.45
C 5.320 -3.196 0.549 -0.0002 0.0436 -0.0075 0.65
C 6.587 -2.701 -0.123 -0.0262 -0.0419 -0.0244 -0.43
O 7.504 -2.653 0.974 0.0386 -0.0263 -0.0103 -0.33
C 7.103 -3.561 1.899 -0.0231 0.0058 -0.0277 0.63
O 7.729 -3.888 2.850 0.0092 -0.0012 0.0148 -0.51
O 5.870 -4.035 1.578 -0.0370 0.0413 0.0675 -0.36
H 3.580 -4.420 0.306 -0.0118 0.0171 -0.0019 0.34
H 3.875 -3.283 -1.020 -0.0001 -0.0198 -0.0261 0.31
H 4.852 -4.756 -0.863 0.0443 0.0238 0.0074 0.45
H 4.817 -2.361 1.050 -0.0125 0.0129 -0.0238 0.14
H 6.503 -1.716 -0.575 0.0209 0.0380 0.0693 0.31
H 6.956 -3.419 -0.859 -0.0276 0.0133 -0.0336 0.29
C -3.125 7.628 0.384 0.0341 -0.0169 -0.1288 -1.45
C -3.843 6.350 0.719 0.0760 -0.0082 0.0308 0.44
C -2.977 5.171 1.116 -0.0578 -0.0380 0.0374 -0.49
O -3.792 4.054 0.717 0.2422 0.1173 -0.0037 -0.27
C -4.573 4.474 -0.322 -0.0260 -0.1340 0.0041 0.61
O -5.204 3.737 -1.007 0.0537 -0.0219 -0.0558 -0.55
O -4.498 5.808 -0.451 -0.1008 0.0338 0.0470 -0.34
H -3.816 8.345 -0.055 -0.0183 0.0135 0.0488 0.37
H -2.705 8.065 1.290 0.0097 0.0035 -0.0001 0.38
H -2.320 7.448 -0.329 0.0032 -0.0083 0.0100 0.36
H -4.615 6.520 1.474 -0.0228 0.0037 -0.0173 0.30
H -2.762 5.105 2.179 -0.0862 -0.0178 0.0185 0.38
H -2.045 5.144 0.545 0.0238 0.0584 0.0161 0.25
C 1.356 -2.550 6.534 -0.1481 0.0320 0.0598 -1.51
C 1.218 -2.093 5.110 0.0511 0.0719 -0.0001 0.53
C 1.426 -0.613 4.847 -0.0119 -0.0200 0.0507 -0.55
O 0.599 -0.397 3.685 0.0070 0.0811 0.0513 -0.17
C -0.380 -1.323 3.704 -0.1713 -0.0013 0.0560 0.58
O -1.328 -1.311 2.970 0.1487 -0.0183 0.0518 -0.56
O -0.149 -2.249 4.639 0.0907 -0.1098 -0.0808 -0.36
H 1.015 -3.579 6.636 0.0501 -0.0194 -0.0210 0.37
H 2.402 -2.502 6.835 0.0034 0.0044 0.0088 0.39
H 0.764 -1.926 7.203 0.0105 0.0095 -0.0043 0.35
H 1.851 -2.686 4.445 -0.0125 -0.0264 0.0046 0.27
H 2.451 -0.333 4.624 -0.0096 -0.0214 -0.0984 0.32
H 1.037 0.000 5.662 0.0365 -0.0043 0.0317 0.34
```
Forces are in eV/Å.

charge: +1
2S+1: 1
energy: -2655.08430 hartree

No. 2
DFT (the ωB97M-V functional and the def2-TZVPD basis) results for a structure of composition C23H44F3N4O15S3Sn2.

XYZ file:
```
94
Properties=species:S:1:pos:R:3:forces:R:3:mulliken_charge:R:1
C -4.010 -0.113 6.510 -0.8972 -0.5135 -0.5116 -0.79
O -3.577 1.046 5.843 1.0859 -0.2879 -0.0281 -0.32
C -2.232 1.361 6.149 0.5154 1.4925 0.4204 -0.60
C -1.822 2.530 5.192 -1.4230 -0.7201 -0.1502 -0.56
N -1.523 1.903 3.853 -0.1032 1.2976 1.1800 0.47
H -0.695 1.360 4.048 1.5072 -0.9481 -0.8479 0.42
H -2.203 1.186 3.644 -0.5687 -0.6618 -0.2765 0.30
C -1.349 2.767 2.659 0.8771 0.9497 -0.1995 -0.06
C -0.648 4.133 2.938 -0.5994 -0.1469 0.6418 -0.97
O -1.502 4.940 3.761 -0.4632 0.0891 0.1100 -0.32
C -0.940 6.150 4.315 0.3794 -1.5054 -1.1063 -0.79
H -3.389 -0.989 6.324 0.2171 0.0413 -0.3068 0.30
H -4.998 -0.286 6.084 -0.0085 -0.3054 0.1783 0.27
H -4.120 -0.039 7.592 0.1560 0.5642 0.2249 0.33
H -1.495 0.559 6.168 -0.2406 -0.6655 -0.9814 0.31
H -2.194 1.627 7.205 -0.0066 0.8543 0.1881 0.58
H -1.002 3.200 5.452 0.0264 -0.5450 0.3144 0.39
H -2.711 3.145 5.058 0.0995 0.0741 0.1312 0.36
H -2.308 2.880 2.154 -0.0900 0.2769 0.3274 0.30
H -0.716 2.222 1.959 0.1302 -0.2413 0.1563 0.02
H -0.395 4.645 2.010 -0.3707 -0.0364 -0.3689 0.57
H 0.326 4.002 3.411 0.1029 -0.3851 0.3636 0.43
H -1.709 6.712 4.845 -0.0160 -0.1738 -0.2714 0.23
H -0.519 6.680 3.460 0.0570 0.6257 0.2678 0.31
H -0.138 5.865 4.996 0.1572 0.2232 0.1836 0.33
Sn 0.901 -4.425 2.751 0.9169 3.6485 -2.6897 1.25
Sn 0.570 -1.453 -0.979 1.5446 -0.7651 1.7346 1.14
S 1.634 -0.210 2.729 4.2269 0.0164 0.8165 1.15
O 1.406 0.063 1.315 -1.6699 0.4439 -2.0316 -0.50
O 2.053 -1.600 2.915 -2.2312 -6.0251 0.6990 -0.44
O 2.938 0.255 3.189 -0.1144 3.1057 0.0644 -0.68
O 0.555 0.169 3.609 -2.1972 0.9427 0.6463 -1.04
S 3.843 -2.391 0.305 2.2230 1.1499 3.1705 0.78
O 3.507 -1.608 -0.915 -0.7216 1.2868 -1.6249 -0.68
O 2.582 -3.045 0.615 -5.8587 -2.3074 0.6695 -0.51
O 4.787 -3.438 0.086 1.8445 -1.4356 -1.6139 -0.76
O 4.240 -1.592 1.456 0.2873 0.6850 -1.2177 -0.63
C -1.039 -6.329 -1.728 -0.0165 -0.2429 0.6731 -1.37
C -0.700 -4.943 -1.188 -0.2666 0.1682 -0.3790 0.65
O 0.006 -4.887 -0.165 0.7639 -0.1843 1.7273 -0.56
O -1.140 -3.949 -1.797 -0.0540 1.1207 -0.5365 -0.57
H -1.522 -6.363 -2.704 0.3276 0.2105 0.0071 0.30
H -1.728 -6.773 -1.009 -0.1699 -0.0571 0.0668 0.43
H -0.135 -6.932 -1.645 -0.0185 -0.0659 -0.4027 0.32
C -3.950 -2.261 1.502 2.7757 -0.6238 0.8713 0.34
F -4.834 -1.360 1.233 -1.1066 1.1583 -1.2910 -0.21
F -4.406 -2.885 2.594 0.4495 -0.3162 0.2834 -0.22
F -3.788 -3.189 0.540 -0.4683 0.8500 0.2302 -0.16
S -2.187 -1.413 1.829 1.2098 -0.7340 1.1590 0.55
O -1.796 -0.715 0.597 -0.8012 -0.2088 0.4355 -0.37
O -2.355 -0.581 3.037 -0.8394 -0.5550 -1.6239 -0.78
O -1.299 -2.554 2.094 -0.6854 -0.1021 -0.1476 -0.47
C -2.814 -0.532 -2.767 -1.2955 -0.0343 -1.4791 -1.24
C -1.694 0.104 -3.602 0.2032 -1.6277 1.3971 -0.61
N -0.645 0.716 -2.768 0.7132 -0.7001 0.1831 1.37
C 0.358 1.333 -3.666 -0.6938 -0.3394 -0.1260 -0.41
C 1.079 0.419 -4.682 -0.2167 0.5018 0.1020 -1.27
C -1.223 1.684 -1.842 -0.0324 0.4246 0.7115 -0.59
C -0.236 2.452 -0.950 -0.2010 -0.6303 -0.3377 -1.08
H -2.746 -1.467 -2.211 1.3113 0.5222 0.8989 0.18
H -3.459 -1.000 -3.512 -0.4932 0.4667 -0.5906 0.52
H -3.426 0.244 -2.307 0.0289 -0.3727 0.4314 0.35
H -1.271 -0.709 -4.191 0.3330 0.1310 0.0023 0.15
H -2.137 0.791 -4.324 -0.0433 0.5435 0.0385 0.35
H -0.272 2.044 -4.202 0.2011 0.4327 -0.7946 0.38
H 1.088 1.962 -3.158 0.0929 -0.4689 0.4275 0.07
H 1.795 -0.324 -4.329 0.1479 0.3304 0.6734 0.09
H 0.449 -0.172 -5.347 -0.3919 0.4283 -0.0474 0.44
H 1.608 1.182 -5.253 0.3432 -0.4297 -0.4076 0.46
H -1.921 1.214 -1.149 0.2224 -0.5727 -0.1194 -0.01
H -1.872 2.389 -2.361 -0.0014 0.4507 -0.5628 0.40
H -0.840 2.921 -0.173 0.1074 0.3894 -0.1233 0.26
H 0.376 3.174 -1.492 -0.0875 0.0735 0.1604 0.43
H 0.417 1.758 -0.421 0.2202 -0.0830 0.0110 0.21
N 4.014 0.941 -1.891 -0.6306 1.3986 -0.9541 0.26
C 3.734 2.202 -1.339 0.0982 -2.2015 -0.3267 -0.65
C 3.998 3.129 -2.298 -0.1517 1.1636 0.7178 -0.61
C 4.412 2.470 -3.435 0.4625 -2.1518 -2.2149 -0.64
C 4.344 1.070 -3.239 0.3169 2.3417 2.1217 -0.36
H 4.001 0.057 -1.403 -0.3813 -0.7068 0.4904 0.32
H 3.261 2.306 -0.374 0.4097 -0.2098 0.1209 0.57
H 3.944 4.197 -2.147 -0.0888 -0.0113 -0.1029 0.44
H 4.793 2.888 -4.355 -0.2157 0.2402 -0.0249 0.42
H 4.626 0.245 -3.876 -0.0383 0.0365 0.2598 0.32
N 2.748 -2.916 -5.698 0.2549 0.1334 -1.1889 0.12
C 1.555 -3.538 -5.473 -0.4379 -0.0283 1.4154 -0.75
C 1.510 -3.847 -4.114 0.0141 0.5330 -0.7622 -0.42
C 2.712 -3.373 -3.528 1.0747 0.0919 -0.7108 -0.01
C 3.499 -2.850 -4.568 -1.1692 -0.1347 1.3042 -1.31
H 3.077 -2.527 -6.570 -0.2971 -0.2622 0.1048 0.19
H 0.712 -3.622 -6.143 0.4916 0.0596 -0.4290 0.40
H 0.643 -4.289 -3.646 0.1486 -0.0025 0.1961 0.45
H 3.050 -3.412 -2.502 -0.0984 -0.1210 0.0563 0.86
H 4.476 -2.389 -4.583 -0.1048 -0.1201 0.1434 0.49
```
Forces are in eV/Å.

charge: -1
2S+1: 1
energy: -4173.00756 hartree

No. 3
DFT (the ωB97M-V functional and the def2-TZVPD basis) results for a structure of composition C23H44N6SSbSeSr.

XYZ file:
```
77
Properties=species:S:1:pos:R:3:forces:R:3:mulliken_charge:R:1
Sr -0.906 0.629 0.514 0.2626 -1.5121 0.1284 0.72
C 3.074 -1.864 3.640 -0.0312 -0.0541 0.0690 -1.31
N 3.116 -1.433 2.248 -0.0519 -0.0869 0.0284 -0.02
C 2.936 -2.523 1.299 -0.0178 0.0031 0.0158 -1.05
C 2.994 -0.144 1.868 0.0515 0.0699 0.2560 0.50
S 2.259 0.269 0.394 -0.2010 0.2383 -0.3276 -0.30
N 3.517 0.804 2.674 -0.0562 -0.1125 -0.0881 0.34
C 4.574 0.521 3.637 0.2350 0.0905 0.0624 -1.26
C 3.352 2.219 2.376 -0.0640 0.0332 0.0195 -1.29
H 2.309 -2.637 3.734 -0.0141 0.0246 0.0138 0.52
H 2.809 -1.040 4.299 -0.0694 -0.0755 -0.0643 0.25
H 4.026 -2.293 3.960 -0.0381 -0.0033 0.0329 0.41
H 3.563 -3.355 1.624 -0.0291 -0.0021 0.0016 0.38
H 3.241 -2.216 0.305 0.0041 0.0199 -0.0126 0.42
H 1.895 -2.856 1.265 0.0215 0.0160 -0.0148 0.27
H 5.040 -0.439 3.433 -0.0185 0.0712 -0.0159 0.39
H 4.205 0.537 4.665 0.0438 -0.0080 -0.0238 0.33
H 5.342 1.289 3.546 -0.0062 0.0082 -0.0507 0.48
H 2.347 2.416 2.020 -0.0920 0.0128 -0.0285 0.36
H 4.056 2.546 1.606 0.0010 -0.0250 0.0143 0.40
H 3.528 2.791 3.287 0.0048 -0.0545 0.0045 0.46
C -0.386 1.548 6.121 0.0507 -0.1019 -0.1082 -0.73
C 0.214 2.235 4.909 -0.0071 0.0767 0.1234 -0.47
N 0.248 1.307 3.779 -0.1894 0.0387 0.0599 0.84
C -0.154 -0.006 3.831 0.2403 -0.3534 -0.1261 -0.08
N -0.436 -0.605 2.708 0.0795 0.2662 -0.0364 0.33
C -0.727 -2.031 2.801 -0.1054 0.2324 0.0921 -0.81
C -1.584 -2.308 4.026 0.1158 0.0360 -0.0889 -0.79
C -0.784 -1.905 5.251 -0.0571 -0.1314 -0.0703 -0.66
N -0.122 -0.615 5.043 -0.1720 0.1500 0.0680 0.35
C 0.237 0.164 6.224 -0.0071 0.1689 -0.0565 -0.85
H -1.464 1.437 5.981 -0.0166 0.0137 0.0804 0.29
H -0.211 2.133 7.022 0.0359 0.0192 -0.0127 0.46
H 1.237 2.559 5.129 -0.0317 0.0216 0.0282 0.29
H -0.369 3.119 4.647 0.0204 -0.0245 -0.0765 0.17
H 0.091 1.720 2.875 0.1780 0.1210 0.0581 -0.71
H 0.209 -2.602 2.865 -0.0840 -0.0787 -0.0945 -0.09
H -1.252 -2.335 1.892 0.0532 -0.1019 -0.0039 0.36
H -1.864 -3.358 4.098 -0.0108 -0.0007 0.0127 0.40
H -2.493 -1.707 3.944 -0.0282 -0.0275 0.0447 0.34
H -0.027 -2.663 5.474 -0.0262 -0.0008 0.0396 0.27
H -1.442 -1.825 6.119 0.0476 0.0321 0.0212 0.49
H 1.328 0.246 6.299 -0.0092 -0.0051 0.0817 0.19
H -0.120 -0.360 7.109 0.0115 -0.0801 -0.0419 0.49
Se -3.409 1.425 1.628 -0.1863 0.2019 0.1843 -0.57
C -4.907 0.711 0.694 0.0859 0.0655 -0.0009 0.61
C -6.140 1.349 0.799 0.0026 -0.0712 -0.1006 -0.42
C -7.225 0.816 0.121 0.0408 -0.0066 0.0206 -0.34
N -7.161 -0.280 -0.630 -0.1699 -0.0779 -0.0670 -0.56
C -5.986 -0.889 -0.721 0.1113 -0.0209 -0.0162 -0.45
C -4.837 -0.439 -0.087 -0.1201 0.0904 -0.0065 -0.29
H -6.242 2.248 1.390 -0.0280 -0.0081 0.0149 0.40
H -8.199 1.290 0.179 0.0340 0.0392 0.0305 0.34
H -5.960 -1.785 -1.333 0.0296 0.0095 0.0051 0.34
H -3.904 -0.980 -0.198 -0.0338 -0.0746 0.0137 0.26
C -1.446 4.590 2.156 0.0988 0.0428 -0.0058 -0.95
C -0.105 4.720 1.444 -0.0229 -0.1328 -0.1463 -0.83
Sb 0.035 3.473 -0.330 0.0904 1.2859 -0.1276 0.58
C -1.456 4.468 -1.541 0.1668 0.0324 0.1512 -0.79
C -1.350 5.988 -1.535 0.0011 -0.0755 -0.0275 -0.87
C 1.851 4.280 -1.190 -0.1250 -0.1941 0.0678 -0.76
C 2.393 5.522 -0.495 -0.0380 -0.0266 -0.0651 -1.01
H -1.480 5.240 3.033 -0.0064 0.0072 -0.0032 0.40
H -1.638 3.569 2.492 -0.0871 -0.0049 0.0054 -0.08
H -2.274 4.872 1.505 -0.0478 -0.0735 0.0227 0.32
H 0.716 4.440 2.109 0.0547 0.0471 -0.0503 0.50
H 0.063 5.749 1.128 0.0860 -0.0239 -0.0002 0.57
H -2.430 4.141 -1.172 0.0206 -0.0632 -0.0142 0.37
H -1.339 4.075 -2.553 -0.0042 -0.0558 0.0216 0.48
H -1.555 6.397 -0.545 0.0412 0.0344 -0.0056 0.23
H -2.078 6.420 -2.225 0.0024 0.0292 0.0162 0.40
H -0.361 6.320 -1.853 -0.0095 0.0483 0.0183 0.19
H 1.625 4.479 -2.239 -0.0261 -0.0103 0.0014 0.48
H 2.585 3.474 -1.164 -0.0234 -0.0171 -0.0317 0.43
H 1.665 6.333 -0.483 0.0286 0.0193 0.0295 0.26
H 3.278 5.885 -1.020 0.0179 0.0061 0.0334 0.41
H 2.681 5.308 0.535 -0.0069 0.0531 0.0174 0.25
```
Forces are in eV/Å.

charge: +1
2S+1: 1
energy relative to the best compared isomer or geometry (same formula, charge and spin): 19.7 kcal/mol

Largest force on an atom values (in hartree/bohr) by entry order: 0.0174, 0.1257, 0.0300.